Molecular formula: C4H6F2
Method: DFT, ωB97M-V with the def2-TZVPD basis set

Each atom is followed by the atoms it is bonded to, with distances in Å.
Element x y z (Å)
1 F -1.81 -0.47 -0.26  C2 1.417
2 C -0.51 -0.61 0.28  F1 1.417, C3 1.629, C5 1.439, H7 1.222
3 C -0.49 0.98 0.64  C2 1.629, C4 1.552, H8 1.216, H9 1.187
4 C 0.60 1.13 -0.46  C3 1.552, C5 1.547, H10 1.168, H11 1.172
5 C 0.62 -0.41 -0.60  C2 1.439, C4 1.547, F6 1.439, H12 1.076
6 F 1.68 -0.64 0.35  C5 1.439
7 H -0.54 -1.61 0.98  C2 1.222
8 H -1.59 1.33 0.27  C3 1.216
9 H -0.25 1.23 1.77  C3 1.187
10 H 1.55 1.78 -0.24  C4 1.168
11 H -0.19 1.44 -1.26  C4 1.172
12 H 0.86 -0.70 -1.60  C5 1.076

Calculated values
Energy above the lowest of the compared OMol25 structures with the same formula, charge and spin ... 74.4 kcal/mol
HOMO-LUMO gap ... 11.61 eV
SMILES ... F[C@@H]1CC[C@H]1F
2S+1 ... 1
E ... -355.6062 Eh
Maximum force ... 5.615 eV/A
HOMO energy ... -10.45 eV

Atom charges from the natural (NBO) analysis, given in e for atoms 1 to 8: -0.386, 0.154, -0.399, -0.448, 0.126, -0.374, 0.210, 0.241